Computed, not measured: a structure of composition C58H120B4CrF22N10O4 at a distorted geometry, with ωB97M-V with the def2-TZVPD basis set.

Geometry as XYZ:
```
219
Properties=species:S:1:pos:R:3:forces:R:3
Cr -1.3717 -0.6325 1.8429 1.811 1.660 -1.049
B 0.2209 0.5149 0.1747 2.473 1.176 -1.493
F 0.9154 1.5500 0.7136 0.034 0.606 -0.627
F -1.1248 0.5878 0.3301 -4.220 1.619 0.037
F 0.4574 0.1901 -1.1241 0.633 0.148 -0.447
F 0.4125 -0.5652 1.0127 1.474 -3.058 2.022
B 0.2629 0.0337 3.7886 0.830 1.085 1.921
F -0.0634 0.2221 5.0837 0.159 0.128 1.141
F 1.5364 0.2613 3.4562 1.654 -0.082 -0.007
F -0.1904 -1.1990 3.3851 -0.088 -3.167 -0.182
F -0.5358 0.8617 3.0109 -1.421 1.242 -1.802
B -3.5023 0.1835 2.4907 -3.745 2.513 1.898
F -2.7275 -0.3985 3.4625 0.270 -2.165 2.296
F -2.6778 1.2054 2.1686 0.234 3.068 -1.447
F -3.4620 -0.6541 1.4263 -0.743 -1.693 -1.675
F -4.7687 0.6126 2.9323 1.244 -0.914 -0.578
B -1.4872 -3.0473 1.1196 1.350 -3.888 -0.747
F -2.1734 -4.0833 0.5780 -0.687 -0.109 -0.144
F -0.1979 -3.3879 1.3820 1.600 -0.606 -0.234
F -1.4965 -1.9297 0.3368 -0.350 2.395 -2.630
F -1.9438 -2.5326 2.2701 -2.288 -0.021 3.743
C 3.5463 3.9719 1.4776 -0.194 0.980 0.533
C 3.2841 2.7863 2.3734 -0.603 -1.116 -1.362
C 4.2939 2.5333 3.4411 0.936 0.494 1.041
C 5.6718 2.7245 2.9542 2.853 0.199 -0.553
N 6.7848 2.8383 2.5939 -2.951 -0.287 0.861
H 2.8252 4.1178 0.6733 0.030 -0.553 -0.119
H 4.5614 4.0064 1.0820 -0.069 -0.072 -0.081
H 3.3895 4.8638 2.0843 0.328 0.366 0.085
H 3.3302 1.8755 1.7764 -0.485 -0.083 -0.284
H 2.2819 2.8414 2.7984 0.065 -0.143 0.029
H 4.2561 1.5312 3.8682 -0.257 -0.185 -0.230
H 4.1188 3.1874 4.2952 0.300 0.279 0.069
C -5.9630 3.2950 2.4517 -0.346 -0.081 -0.134
C -6.5692 4.5991 1.9330 -0.023 -0.014 0.730
C -6.4131 4.7824 0.4246 0.210 0.273 0.291
C -6.7242 3.5806 -0.3044 -0.496 -1.227 -0.840
N -7.0005 2.6380 -0.9079 0.193 0.453 0.282
H -4.9823 3.1074 2.0146 0.134 0.036 0.168
H -6.5811 2.4317 2.2052 0.012 0.027 -0.175
H -5.8974 3.2998 3.5397 0.212 0.098 -0.050
H -6.0852 5.4251 2.4541 0.100 0.194 -0.234
H -7.6121 4.6671 2.2425 -0.164 -0.105 -0.229
H -5.3719 5.0195 0.2058 0.067 0.166 -0.064
H -7.0432 5.5632 -0.0013 0.074 0.231 0.213
C 3.9101 1.3330 -4.1184 -0.603 -0.463 0.319
C 3.2950 1.0882 -2.7460 0.520 0.630 0.816
C 4.0458 1.9078 -1.6043 -0.572 -0.987 -0.282
C 4.2058 3.3441 -1.8972 -0.512 -2.790 0.452
N 4.2892 4.4400 -2.1666 0.221 2.185 -0.499
H 4.9588 1.0360 -4.1351 0.106 0.235 0.108
H 3.7850 2.3802 -4.3935 0.172 -0.112 -0.265
H 3.4080 0.6601 -4.8135 -0.052 0.289 -0.308
H 3.2479 0.0187 -2.5410 0.720 -0.078 0.396
H 2.2309 1.3090 -2.6627 -0.030 0.635 -0.407
H 5.0195 1.4830 -1.3607 0.212 0.040 -0.382
H 3.4931 1.7695 -0.6750 -0.232 0.360 0.075
C -0.2832 -5.1636 -3.4445 0.370 -0.172 0.881
C 0.0312 -5.2467 -1.9250 0.928 0.234 -0.325
C 1.1449 -4.2395 -1.4762 -1.091 0.434 -0.013
C 2.3792 -4.2600 -2.2166 3.453 -0.324 -2.694
N 3.3752 -4.2463 -2.8498 -2.960 -0.126 1.973
H -1.1250 -5.8193 -3.6670 -0.050 0.132 -0.092
H 0.5673 -5.4881 -4.0441 0.048 0.026 0.020
H -0.5159 -4.1372 -3.7283 -0.154 -0.031 -0.050
H 0.3896 -6.2414 -1.6600 -0.186 -0.173 -0.085
H -0.8771 -5.0533 -1.3543 0.154 0.099 0.128
H 1.4341 -4.2571 -0.4254 -0.436 -0.374 0.160
H 0.7503 -3.2353 -1.6312 -0.095 0.267 0.075
C -1.2050 3.7413 -1.9935 0.602 0.038 -0.220
C -2.4419 3.6521 -2.8603 -0.688 -1.395 -0.159
C -3.7282 3.3087 -2.0292 0.569 0.400 -0.720
C -3.7903 1.9134 -1.5018 0.417 0.102 0.165
N -3.7701 0.8411 -1.0678 -0.123 1.085 -0.544
H -1.1032 4.7628 -1.6270 0.023 -0.103 0.396
H -0.2720 3.5165 -2.5102 -0.079 0.162 -0.381
H -1.1871 3.0201 -1.1764 -0.400 0.129 0.218
H -2.4144 2.8812 -3.6305 0.527 -0.382 0.088
H -2.5859 4.5270 -3.4942 -0.224 0.414 0.539
H -4.5630 3.4880 -2.7068 -0.320 -0.192 0.329
H -3.7604 4.0378 -1.2195 -0.330 -0.256 0.278
C -3.6751 7.1451 2.1102 0.407 -0.147 1.096
C -2.8491 6.8317 3.3985 0.859 1.130 -0.710
N -1.4659 6.4143 3.0552 -0.219 -0.619 0.499
C -0.5839 6.2811 4.2570 -0.465 1.032 1.027
C -0.1325 7.6304 4.8532 -0.212 0.231 -0.885
C -1.4953 5.1721 2.2753 2.196 0.636 -0.689
C -0.0691 4.8972 1.6544 -1.027 -0.954 1.187
H -3.1038 7.6945 1.3619 0.274 -0.274 0.046
H -4.5064 7.8012 2.3682 -0.257 -0.263 0.063
H -4.0304 6.1901 1.7231 -0.194 0.301 -0.305
H -2.7413 7.7338 4.0007 -0.111 0.188 -0.111
H -3.4080 6.1525 4.0422 0.026 -0.640 0.004
H -1.0881 5.7764 5.0811 -0.423 -0.533 -0.027
H 0.3750 5.7722 4.1593 -0.442 -0.454 -0.977
H 0.3973 7.5286 5.8004 -0.066 -0.292 -0.007
H 0.5577 8.0714 4.1340 0.004 0.308 0.064
H -0.9581 8.3249 5.0080 -0.005 0.013 0.010
H -2.1621 5.2177 1.4142 -0.194 0.488 0.174
H -1.8233 4.3092 2.8550 0.080 -0.289 0.277
H -0.2658 4.0145 1.0460 0.661 0.144 -0.498
H 0.6362 4.5818 2.4232 -0.120 -0.220 0.151
H 0.4631 5.7152 1.1689 -0.747 0.129 -0.420
C -0.3281 -4.0262 8.7236 0.627 -0.251 0.329
C -0.3350 -3.7022 7.2437 -0.860 -1.308 -0.867
N -1.6918 -3.5482 6.6776 -0.398 1.092 0.728
C -2.1731 -2.2210 7.1301 -1.592 0.218 0.116
C -3.6993 -1.9921 6.8799 0.897 -0.016 -0.163
C -1.7144 -3.6618 5.2032 0.929 -1.220 0.676
C -1.5113 -5.1328 4.7395 0.033 0.378 -0.097
H 0.6956 -4.3210 8.9543 0.304 0.533 0.334
H -0.8433 -4.9501 8.9863 -0.601 0.120 -0.447
H -0.6718 -3.2436 9.3999 0.163 0.045 -0.102
H 0.3162 -2.8878 6.9262 0.125 0.529 0.370
H 0.1130 -4.5812 6.7802 -0.035 -0.093 -0.225
H -1.9874 -2.0658 8.1929 -0.046 -0.628 0.170
H -1.6583 -1.3511 6.7222 0.463 -0.075 -0.792
H -4.3119 -2.7679 7.3394 0.067 -0.130 -0.192
H -4.0453 -1.0317 7.2619 0.263 0.080 0.250
H -3.8678 -1.9190 5.8055 -0.246 -0.311 -0.005
H -0.9026 -3.0173 4.8659 -0.009 0.083 -0.738
H -2.6618 -3.3617 4.7555 0.072 0.373 0.424
H -1.5534 -5.1777 3.6512 -0.130 0.081 -0.122
H -2.2921 -5.7845 5.1316 -0.154 0.157 0.064
H -0.5650 -5.6101 4.9941 0.157 0.324 0.250
C -2.0412 1.8871 -8.3766 0.199 2.179 -0.118
C -1.4956 3.3725 -8.2401 0.878 -1.444 -0.110
N -0.1161 3.3317 -7.6274 -0.625 0.253 0.431
C -0.2860 3.2399 -6.1793 1.011 -0.750 0.989
C 0.9242 2.6949 -5.3496 0.285 0.586 -1.692
C 0.7109 4.5001 -7.9881 -1.051 -0.474 -1.183
C 1.1815 4.2865 -9.4341 0.324 0.794 1.567
H -1.4334 1.3809 -9.1265 0.052 -0.221 0.355
H -3.0567 1.9710 -8.7636 -0.148 -0.255 0.103
H -2.0497 1.4058 -7.3986 0.066 -0.241 -0.273
H -1.4800 3.8272 -9.2306 0.385 -0.189 -0.107
H -2.1809 4.0261 -7.7003 -0.104 -0.059 0.609
H -0.5056 4.2284 -5.7760 -0.561 0.226 0.235
H -1.0668 2.5162 -5.9453 -0.432 0.377 -0.175
H 1.2982 1.7811 -5.8115 -0.404 -0.459 0.356
H 1.7979 3.3354 -5.4701 -0.053 0.418 0.323
H 0.6870 2.6036 -4.2897 -0.043 -0.178 -0.152
H 1.5749 4.6562 -7.3422 -0.197 -0.343 0.214
H 0.0970 5.4007 -7.9784 -0.122 0.445 0.394
H 1.7917 5.1610 -9.6600 0.203 -0.155 -0.478
H 0.3086 4.2750 -10.0867 0.431 -0.495 -0.212
H 1.7881 3.3872 -9.3269 -0.142 -0.099 -1.022
C 2.3566 -5.1251 3.5821 0.615 -0.840 -0.865
C 1.8850 -5.8818 2.2852 -0.354 0.188 1.324
N 2.6348 -7.1198 1.9670 -0.300 0.758 -0.124
C 2.1238 -7.7533 0.7256 -0.980 -0.411 1.100
C 0.5705 -8.1051 0.8113 1.467 0.278 -0.596
C 4.0633 -6.7980 1.9334 0.716 -1.770 0.647
C 5.0024 -8.0265 1.7772 -0.400 0.045 -1.399
H 1.6148 -4.4108 3.9391 0.037 0.005 -0.220
H 3.3072 -4.6388 3.3631 -0.207 0.544 -0.076
H 2.6453 -5.7884 4.3975 -0.499 -0.378 0.061
H 0.8248 -6.1072 2.4003 0.049 -0.346 0.158
H 1.8670 -5.1266 1.4994 0.461 0.040 -0.558
H 2.3437 -7.1523 -0.1568 -0.200 0.431 -0.283
H 2.6588 -8.6881 0.5582 0.108 -0.052 0.228
H 0.3268 -8.7627 -0.0231 0.045 0.076 -0.216
H 0.3023 -8.6777 1.6992 0.221 0.344 0.236
H -0.0370 -7.2063 0.7053 -0.073 -0.100 0.208
H 4.3923 -6.4831 2.9238 -0.612 0.772 -0.092
H 4.3178 -6.0565 1.1760 0.045 0.346 -0.095
H 6.0035 -7.7988 2.1436 -0.134 -0.037 0.285
H 5.1489 -8.2660 0.7240 -0.002 -0.013 -0.230
H 4.6120 -8.9537 2.1966 -0.044 0.247 0.512
C 5.1011 -1.7066 3.9305 0.096 -0.023 0.685
C 6.0141 -1.2850 2.8193 -1.156 -0.604 -0.988
N 5.5746 -1.8876 1.5306 0.527 1.156 0.761
C 4.3262 -1.2351 1.0213 1.137 -2.154 -0.561
C 3.8296 -2.0548 -0.1834 -0.543 0.576 -0.165
C 6.7220 -1.9832 0.5990 -0.716 -0.513 0.361
C 7.2463 -0.6550 0.0442 -0.142 -0.485 0.224
H 5.0585 -2.7914 4.0274 0.106 0.001 0.125
H 4.0766 -1.3419 3.8571 0.054 0.136 -0.105
H 5.5730 -1.2444 4.7976 -0.388 -0.279 0.588
H 5.9858 -0.1954 2.8243 0.398 0.388 -0.366
H 7.0184 -1.6319 3.0624 0.083 0.099 -0.219
H 3.5741 -1.3204 1.8057 0.093 0.314 0.033
H 4.4802 -0.1981 0.7228 -0.039 0.357 0.115
H 4.3995 -1.9082 -1.1009 0.204 0.082 0.085
H 3.7664 -3.1314 -0.0252 0.271 0.037 0.428
H 2.8130 -1.7365 -0.4142 -0.183 0.114 -0.113
H 6.4214 -2.7557 -0.1087 0.113 0.461 -0.736
H 7.5003 -2.4997 1.1609 0.186 0.179 0.164
H 7.5121 -0.0201 0.8893 -0.236 0.263 -0.038
H 6.4778 -0.1870 -0.5711 0.136 0.215 -0.008
H 8.1667 -0.7546 -0.5313 -0.120 -0.233 -0.206
C -1.9289 -0.4369 -3.6386 -0.668 -0.648 -0.267
C -0.5467 -0.9693 -3.9301 -0.017 0.956 1.202
O -0.3287 -0.9248 -5.3383 2.344 -0.750 -1.978
C 0.9034 -1.2791 -5.9202 0.933 -0.670 3.059
O 1.9470 -1.5863 -5.3386 -3.116 0.938 -1.395
C 0.8437 -1.2086 -7.4726 0.888 0.360 1.300
F -0.4009 -1.1671 -7.8510 -0.961 -0.540 -1.065
F 1.4156 -0.0508 -7.8167 0.302 0.149 -0.347
F 1.5377 -2.2075 -8.0627 -0.832 0.567 0.419
H -2.6415 -0.9598 -4.2766 -0.216 0.029 0.039
H -2.1083 0.6310 -3.7635 0.471 0.006 -0.143
H -2.1810 -0.6861 -2.6078 0.054 0.124 -0.007
H -0.4806 -1.9729 -3.5098 0.273 -0.177 -0.433
H 0.1216 -0.3246 -3.3593 0.654 -0.198 -0.444
C -4.1888 -2.5938 -1.7966 -0.391 0.619 -0.384
C -5.5439 -1.9489 -2.1847 0.568 -0.576 -0.340
O -5.3292 -0.9340 -3.1874 -0.291 1.949 -1.339
C -6.3783 -0.2740 -3.7834 0.815 -2.126 1.397
O -7.5261 -0.5817 -3.6442 0.160 0.508 -0.250
C -5.9555 0.9044 -4.7108 1.567 -0.961 -0.683
F -6.4601 2.0194 -4.2916 -0.203 1.551 1.394
F -4.6037 1.0052 -4.8609 -0.500 0.124 0.801
F -6.3989 0.7908 -5.9488 -0.720 -1.076 -0.938
H -3.6577 -3.0127 -2.6514 -0.323 -0.115 -0.257
H -4.3924 -3.4084 -1.1016 0.084 0.117 0.122
H -3.4828 -1.8805 -1.3713 -0.386 0.045 0.337
H -6.0355 -1.4975 -1.3229 -0.059 -0.063 -0.088
H -6.1548 -2.7161 -2.6605 -0.337 0.031 0.307
```
Forces are in eV/Å.

**Strongest force on any atom**: 4.89 eV/Å
**Energy**: -176118.48322 eV
**Multiplicity**: 4
**HOMO-LUMO gap (alpha / beta)**: 5.5 / 7.0 eV
**Charge**: -1

Here are the Löwdin charges for atoms 1 to 2, given in e: atom 1 (Cr): 1.393, atom 2 (B): -1.391